{
  "formula": "C7H7O6SSc",
  "method": "ωB97M-V/def2-TZVPD",
  "species": ["O", "C", "Sc", "C", "O", "C", "O", "C", "O", "C", "O", "H", "C", "S", "C", "O", "H", "H", "H", "H", "H", "H"],
  "positions_angstrom": [[-0.58495, 5.22313, -1.76196], [-0.79380, 4.14847, -2.07247], [0.94026, -0.50045, -1.35210], [0.22853, -2.55834, -1.66373], [-0.11420, -3.68016, -1.74239], [-1.63804, -0.81252, -3.57902], [-1.23597, -0.32338, -4.58136], [3.09875, -0.98724, -1.72839], [4.17414, -1.41004, -1.82008], [-1.78385, -0.69685, -2.16234], [-2.78850, -0.88455, -1.52313], [2.74383, 0.09010, -1.30362], [0.14459, -0.86579, 3.23137], [-0.80042, -0.30692, 1.76514], [-0.69240, 1.45770, 2.20657], [0.25895, -0.37133, 0.55891], [-0.50451, -0.75540, 4.11157], [1.06671, -0.27609, 3.39629], [0.36738, -1.93034, 3.12132], [-1.32028, 1.62958, 3.09131], [0.34147, 1.77042, 2.42836], [-1.10768, 2.03999, 1.37976]],
  "forces_ev_per_a": [[-0.438, -1.998, -0.622], [0.465, 1.939, 0.635], [-0.133, 1.526, 1.385], [-1.559, -7.968, -0.600], [1.755, 6.459, 0.418], [1.008, 2.379, -7.378], [-1.347, -2.415, 4.620], [-0.169, -3.066, -0.409], [-1.244, 1.281, 0.191], [-1.367, -0.190, 3.524], [2.153, 0.397, -0.994], [0.306, 1.806, 0.459], [0.130, -0.293, -0.071], [1.902, 1.051, 0.535], [-0.343, 0.189, -0.145], [-0.240, -0.313, -0.352], [-0.086, 0.072, -0.367], [-0.546, -0.233, -0.426], [-0.015, 0.166, -0.087], [0.079, -0.214, -0.195], [-0.362, -0.450, -0.209], [0.050, -0.126, 0.087]],
  "energy_ha": -1880.49116,
  "total_charge": 2
}

---

{
  "formula": "C20H39N3O2",
  "method": "ωB97M-V/def2-TZVPD",
  "species": ["C", "C", "C", "C", "N", "C", "H", "H", "H", "C", "H", "C", "N", "C", "O", "C", "N", "C", "O", "C", "C", "C", "C", "C", "H", "H", "H", "C", "C", "H", "H", "H", "H", "H", "H", "H", "H", "H", "H", "H", "H", "C", "C", "H", "H", "H", "C", "H", "H", "H", "H", "H", "H", "H", "H", "H", "H", "H", "H", "H", "H", "H", "H", "H"],
  "positions_angstrom": [[4.37997, 3.72496, -4.43080], [3.12552, 3.04910, -3.89040], [3.44565, 2.08264, -2.75396], [2.17436, 1.40930, -2.21562], [2.36580, 0.43383, -1.16258], [2.85028, 0.99219, 0.07876], [3.91373, 1.27436, 0.04463], [2.71933, 0.26230, 0.87666], [2.25949, 1.87233, 0.32450], [3.06961, -0.76894, -1.56345], [2.87236, -0.94255, -2.62318], [2.53969, -1.96742, -0.76999], [1.09781, -1.95618, -0.83932], [0.34105, -3.03330, -0.59372], [0.78350, -4.13963, -0.35132], [-1.16514, -2.69786, -0.60090], [-1.44725, -1.97163, 0.62665], [-1.32635, -0.63120, 0.71256], [-1.00976, 0.05318, -0.24451], [-1.66525, -0.04248, 2.07180], [-0.69038, 1.08817, 2.40368], [-1.07172, 1.77279, 3.71123], [-2.49748, 2.32155, 3.65261], [-2.87347, 3.00571, 4.96366], [-2.82908, 2.29776, 5.78896], [-2.18987, 3.82409, 5.17809], [-3.88319, 3.40669, 4.91090], [-3.46635, 1.18288, 3.33306], [-3.09726, 0.50361, 2.01852], [-3.16372, 1.22299, 1.19993], [-3.79582, -0.31019, 1.80813], [-4.48521, 1.57070, 3.26890], [-3.43920, 0.44961, 4.14331], [-2.55189, 3.05898, 2.84410], [-0.37135, 2.58546, 3.91503], [-0.99718, 1.05603, 4.53341], [-0.70756, 1.80665, 1.58248], [0.32350, 0.68705, 2.47303], [-1.60411, -0.81887, 2.84203], [-1.59351, -2.52604, 1.45518], [-1.36885, -2.00468, -1.42462], [-2.04467, -3.94524, -0.72472], [-1.78792, -4.62610, -2.06686], [-2.41191, -5.51123, -2.16295], [-0.74794, -4.92905, -2.14164], [-2.01844, -3.94964, -2.88748], [-3.52160, -3.58104, -0.58989], [-3.73263, -3.11864, 0.37138], [-4.13611, -4.47322, -0.68225], [-3.80842, -2.88308, -1.37372], [-1.76126, -4.63862, 0.07441], [0.68503, -1.03112, -0.92726], [2.90639, -2.90868, -1.18691], [2.87015, -1.91423, 0.27487], [4.15998, -0.69490, -1.42071], [1.66051, 0.90494, -3.03943], [1.49610, 2.17368, -1.82660], [3.93998, 2.62876, -1.94791], [4.13696, 1.31703, -3.11450], [2.63020, 2.50477, -4.69779], [2.42923, 3.80971, -3.53001], [4.12946, 4.40802, -5.23910], [5.07870, 2.98347, -4.81259], [4.87751, 4.29052, -3.64575]],
  "forces_ev_per_a": [[-0.260, -0.033, -0.005], [0.291, -0.074, 0.129], [-0.456, -0.025, -0.039], [0.250, 0.128, -0.103], [0.016, -0.027, -0.049], [-0.012, -0.071, -0.036], [0.003, 0.018, 0.024], [0.033, 0.019, 0.122], [-0.017, 0.064, 0.086], [-0.124, -0.214, 0.204], [0.036, 0.005, -0.016], [0.141, -0.088, -0.038], [0.356, 0.354, -0.198], [-0.391, 0.327, -0.181], [0.088, -0.379, 0.145], [0.031, -0.311, -0.011], [-0.017, -0.404, -0.065], [-0.152, -0.164, 0.592], [0.055, 0.335, -0.257], [0.077, 0.367, -0.384], [0.024, -0.180, 0.217], [-0.081, 0.160, -0.334], [-0.022, -0.174, 0.433], [0.052, -0.018, -0.312], [0.001, -0.080, 0.123], [0.053, 0.105, 0.085], [-0.117, 0.064, 0.059], [0.078, 0.232, -0.325], [-0.063, -0.191, 0.240], [-0.007, -0.001, -0.074], [-0.020, 0.014, -0.080], [-0.052, -0.024, 0.073], [-0.036, -0.030, 0.109], [0.009, -0.007, -0.048], [0.035, -0.002, 0.087], [0.007, -0.008, 0.127], [0.038, -0.010, -0.044], [0.055, 0.032, -0.075], [-0.008, -0.026, -0.008], [-0.008, 0.165, 0.056], [-0.008, -0.109, 0.069], [-0.007, 0.191, -0.132], [0.128, -0.003, 0.279], [-0.067, -0.083, -0.063], [0.074, -0.065, -0.079], [-0.074, 0.084, -0.132], [0.242, -0.079, 0.106], [-0.112, 0.048, 0.055], [-0.092, -0.069, -0.020], [-0.089, 0.104, -0.100], [0.024, 0.023, -0.016], [-0.145, -0.100, 0.024], [0.051, 0.103, 0.087], [0.050, -0.065, -0.073], [-0.050, -0.006, -0.076], [-0.043, 0.064, -0.015], [-0.052, 0.017, -0.078], [0.104, -0.008, 0.034], [0.098, -0.019, 0.020], [-0.098, 0.013, -0.007], [-0.096, -0.006, -0.031], [0.072, 0.090, -0.088], [0.111, -0.040, -0.048], [0.095, 0.070, 0.051]],
  "energy_ha": -1100.28691,
  "smiles": "CCCCN(C)CCNC(=O)[C@H](NC(=O)[C@H]1CC[C@H](C)CC1)C(C)C"
}

---

{
  "formula": "CBrCl3S2",
  "method": "ωB97M-V/def2-TZVPD",
  "species": ["C", "S", "S", "Cl", "Cl", "Cl", "Br"],
  "positions_angstrom": [[-1.08886, -0.02623, 0.15988], [0.98176, -0.21046, -1.62966], [2.34429, -0.32395, -0.31071], [-2.00879, -1.45948, -0.24229], [-0.19023, -0.07659, 1.60167], [2.77028, 1.60555, 0.23469], [-2.00089, 1.59254, -0.12404]],
  "forces_ev_per_a": [[0.218, -0.479, -0.630], [-1.044, 0.021, 0.312], [0.278, -0.070, 0.115], [0.373, 0.508, 0.260], [-0.089, -0.224, -0.021], [0.218, 0.229, 0.136], [0.045, 0.013, -0.172]],
  "energy_ha": -4789.00281
}